Here is a molecular structure, C23H37AlBr2Cl2F5N3O3 in a non-equilibrium geometry from the OMol25 dataset. Energies are from the ωB97M-V functional and the def2-TZVPD basis.

E_HOMO   -4.63 eV
Spin multiplicity   1
Net charge   0
HOMO-LUMO gap   1.55 eV

```
76
Properties=species:S:1:pos:R:3:forces:R:3
C 7.74556 -0.51741 0.39362 -0.838 -0.648 0.325
C 6.36432 0.08166 0.05294 0.558 0.286 -0.107
C 6.42430 1.24205 -1.01183 -0.515 0.093 3.016
C 5.78987 2.50065 -0.36047 -0.259 0.641 -1.044
C 4.30528 2.74499 -0.75567 0.658 -0.054 -0.248
C 3.53512 1.45857 -1.12795 -0.441 1.161 -0.008
C 1.99945 1.38400 -0.73028 1.277 -2.871 -0.463
C 1.33906 0.66999 -1.92723 -1.591 0.752 0.294
C -0.21122 0.53726 -1.88205 0.218 -1.220 -0.792
C -0.55512 -0.97978 -1.99278 0.495 1.070 0.148
C -2.05277 -1.25927 -2.18922 0.822 -0.490 0.020
O -2.39035 -2.40414 -1.39588 0.445 3.287 1.073
C -2.62696 -2.05095 -0.10440 0.407 -0.191 0.914
C -3.86428 -1.23280 0.26557 0.457 0.106 -0.732
O -1.86186 -2.38239 0.78093 -0.196 0.020 -0.509
C 2.03863 0.49224 0.53778 -0.718 0.912 -0.004
Br 0.31241 -0.10012 1.31947 0.113 -0.352 -0.284
N 2.47535 1.55567 1.48510 -2.486 -1.179 1.322
C 1.61799 2.60502 1.20840 1.594 -1.624 -1.382
N 1.16474 3.48006 2.11227 0.234 0.307 -0.170
N 1.36206 2.54189 -0.11370 1.175 1.686 -0.566
C 1.16592 3.77051 -0.85334 -1.650 1.235 0.730
F 1.87697 4.78822 -0.29756 0.319 -0.486 0.039
F 1.56836 3.68067 -2.11603 -0.174 -0.635 0.033
C -0.35601 4.22432 -0.75842 0.013 0.873 0.146
F -1.08847 3.32495 -0.07907 0.103 -0.234 -0.423
F -0.41560 5.37291 -0.03088 0.109 -0.125 -0.135
H 8.01865 -1.26235 -0.35686 0.321 0.307 0.009
H 7.63644 -1.05793 1.34506 0.220 0.056 -0.173
H 8.52928 0.23158 0.53001 -0.130 -0.033 -0.221
H 5.69179 -0.71766 -0.26586 0.110 -0.084 -0.024
H 5.94863 0.45759 0.99959 -0.049 0.076 -0.291
H 7.47994 1.45808 -1.14199 -0.175 -0.013 -0.489
H 5.93509 0.92240 -1.92230 0.164 0.437 -0.128
H 6.35363 3.37115 -0.72644 -0.189 -0.053 0.193
H 5.87251 2.53733 0.73052 0.191 -0.390 -0.150
H 3.84320 3.35511 0.02618 -0.087 -0.287 -0.056
H 4.31472 3.37899 -1.65130 -0.138 -0.070 0.183
H 3.56317 1.38750 -2.21874 -0.015 -0.074 0.186
H 4.00243 0.54192 -0.76104 0.053 0.290 0.132
H 1.58573 1.14176 -2.88301 0.316 0.125 0.342
H 1.77136 -0.33807 -1.96214 0.099 0.214 0.167
H -0.67391 0.95226 -0.98483 0.067 0.141 -0.200
H -0.62638 0.99287 -2.79040 -0.021 0.351 0.380
H -0.16482 -1.44584 -1.08038 -0.398 -0.232 -0.164
H 0.06418 -1.36443 -2.81453 -0.379 -0.172 0.013
H -2.22646 -1.52086 -3.23805 -0.322 -0.129 0.259
H -2.64522 -0.37479 -1.92687 0.000 -0.113 -0.097
H -3.86952 -0.32235 -0.34692 -0.313 -0.156 0.073
H -4.78528 -1.79282 0.08079 0.187 0.012 -0.015
H -3.76338 -0.92618 1.30649 -0.121 -0.228 -0.054
H 2.60887 -0.42973 0.49925 0.412 0.438 -0.060
H 2.21692 1.15772 2.39320 0.932 0.593 0.472
H 1.51499 4.42538 2.11068 -0.538 0.126 -0.074
H 0.48099 3.15115 2.77780 0.296 0.103 0.265
H -0.77624 4.46619 -1.73944 0.012 -0.498 0.005
Cl 7.82495 -0.07684 -3.08756 -0.118 -2.058 -1.582
Al 6.99968 -2.13541 -4.20434 0.776 1.381 0.581
F 5.78573 -3.52265 -1.87873 -1.419 1.470 -0.350
C -9.43890 -1.88451 2.01497 -0.024 0.022 0.024
C -9.21959 -3.25453 1.95443 0.012 -0.019 0.007
C -7.93310 -3.75963 2.09384 -0.044 0.002 -0.023
C -6.86668 -2.89605 2.30315 0.071 0.018 0.048
C -7.08742 -1.52786 2.36700 -0.027 -0.014 -0.006
C -8.37244 -1.02122 2.21877 0.007 -0.007 0.007
H -10.44114 -1.49056 1.90265 0.005 -0.005 -0.009
H -10.05261 -3.92956 1.79702 0.009 0.010 -0.050
H -7.75962 -4.82781 2.03848 0.070 0.023 -0.097
H -5.86496 -3.29086 2.41586 -0.012 -0.013 -0.044
H -6.25581 -0.85400 2.53152 -0.001 -0.007 -0.013
H -8.54213 0.04739 2.26316 -0.004 -0.005 0.003
Cl 4.58509 -2.34652 -2.19669 1.226 -1.465 0.401
Br -3.32840 -4.56184 -1.97606 -1.122 -2.380 -0.708
O -8.97294 -5.84566 4.37451 -0.109 0.037 -0.022
H -9.69198 -5.56951 4.95061 0.016 -0.031 0.022
H -8.93175 -5.15715 3.69959 0.057 -0.013 0.131
```
Positions in Å, forces in eV/Å.